No. 1
{"formula": "C23H40ClFN5O9", "method": "the ωB97M-V functional and the def2-TZVPD basis", "total_charge": 1, "energy_ha": -2411.22288, "molar_mass_g_mol": 585.05, "e_above_lowest_kcal_mol": 0.0, "elements": ["C", "C", "C", "C", "N", "C", "C", "N", "C", "N", "C", "C", "C", "C", "Cl", "N", "N", "C", "C", "C", "F", "H", "H", "H", "H", "H", "H", "H", "H", "H", "H", "H", "H", "H", "H", "H", "H", "H", "H", "H", "H", "H", "H", "H", "H", "H", "H", "H", "H", "C", "C", "O", "C", "O", "O", "H", "H", "H", "H", "C", "C", "O", "C", "O", "O", "H", "H", "H", "H", "C", "C", "O", "C", "O", "O", "H", "H", "H", "H"], "xyz": [[-0.658, 1.213, 3.272], [-0.896, -0.301, 3.367], [-1.961, -0.865, 2.402], [-1.832, -2.382, 2.147], [-2.143, -0.077, 1.170], [-3.402, 0.685, 1.033], [-4.446, -0.005, 0.163], [-4.582, -1.424, 0.518], [-1.310, 0.000, 0.145], [-1.633, 0.731, -0.961], [-0.653, 0.583, -1.804], [-0.551, 1.203, -3.160], [-1.785, 2.032, -3.560], [-1.465, 3.504, -3.759], [-1.359, 4.363, -2.199], [0.290, -0.203, -1.310], [-0.102, -0.581, -0.035], [0.859, -1.405, 0.680], [2.165, -0.679, 1.019], [3.396, -1.526, 0.808], [2.104, -0.251, 2.351], [0.229, 1.451, 2.683], [-0.500, 1.639, 4.264], [-1.517, 1.735, 2.845], [0.047, -0.839, 3.275], [-1.263, -0.530, 4.372], [-2.913, -0.730, 2.911], [-2.683, -2.912, 2.572], [-1.828, -2.612, 1.081], [-0.932, -2.793, 2.611], [-3.783, 0.850, 2.041], [-3.169, 1.667, 0.616], [-4.153, 0.055, -0.884], [-5.391, 0.542, 0.248], [-4.930, -1.925, -0.293], [-5.296, -1.541, 1.229], [-0.384, 0.396, -3.879], [0.351, 1.822, -3.177], [-2.549, 1.935, -2.788], [-2.215, 1.642, -4.484], [-0.498, 3.642, -4.244], [-2.215, 4.000, -4.373], [1.162, -0.512, -1.709], [0.411, -1.833, 1.567], [1.093, -2.238, 0.008], [2.238, 0.231, 0.414], [4.280, -0.897, 0.715], [3.551, -2.237, 1.622], [3.321, -2.091, -0.123], [-6.277, -4.060, -3.015], [-7.301, -3.508, -3.993], [-7.512, -2.182, -3.486], [-6.435, -1.812, -2.775], [-6.232, -0.716, -2.356], [-5.604, -2.866, -2.583], [-5.559, -4.742, -3.460], [-6.742, -4.529, -2.147], [-6.911, -3.432, -5.008], [-8.243, -4.047, -4.001], [6.698, 1.942, -2.216], [6.023, 1.893, -0.856], [5.065, 0.834, -1.051], [5.487, 0.039, -2.057], [4.969, -0.999, -2.337], [6.534, 0.591, -2.687], [7.755, 2.185, -2.175], [6.193, 2.608, -2.917], [6.698, 1.602, -0.055], [5.507, 2.807, -0.577], [5.547, 1.065, 4.682], [4.607, 1.937, 3.865], [5.507, 2.557, 2.936], [6.610, 1.783, 2.821], [7.465, 1.945, 2.009], [6.598, 0.802, 3.743], [5.108, 0.128, 5.009], [5.970, 1.593, 5.537], [3.879, 1.346, 3.307], [4.097, 2.702, 4.442]]}

No. 2
{"formula": "C23H40ClN5ReS", "method": "the ωB97M-V functional and the def2-TZVPD basis", "total_charge": -2, "spin_multiplicity": 4, "energy_ha": -2110.60622, "molar_mass_g_mol": 640.33, "e_above_lowest_kcal_mol": 66.5, "elements": ["Re", "Cl", "C", "C", "N", "H", "N", "H", "C", "C", "C", "H", "H", "H", "H", "H", "H", "C", "H", "H", "H", "C", "C", "H", "H", "C", "H", "C", "H", "H", "H", "H", "H", "C", "H", "C", "N", "H", "N", "H", "C", "C", "C", "H", "H", "H", "H", "H", "H", "C", "H", "H", "H", "C", "C", "H", "H", "C", "H", "C", "H", "H", "H", "H", "H", "C", "H", "C", "S", "C", "N"], "xyz": [[0.329, -0.646, 0.080], [-0.326, 0.414, -1.924], [2.274, -3.928, 0.377], [1.542, -1.999, -0.567], [1.221, -3.318, -0.236], [4.262, -3.147, 0.919], [2.843, -1.851, -0.066], [2.235, -4.939, 0.754], [-0.075, -3.968, -0.466], [0.193, -5.380, -0.965], [-0.836, -3.969, 0.852], [0.693, -5.993, -0.208], [-0.762, -5.863, -1.194], [0.790, -5.384, -1.885], [-1.778, -3.713, -1.729], [-0.326, -2.860, -2.368], [-0.961, -2.932, 1.221], [-0.876, -3.137, -1.455], [-0.284, -4.526, 1.621], [-1.826, -4.417, 0.676], [-1.236, -2.188, -0.973], [3.293, -3.028, 0.455], [3.815, -0.182, 1.414], [4.421, -0.898, 1.985], [4.298, 0.809, 1.409], [3.624, -0.610, -0.034], [3.358, 1.429, -0.550], [4.988, -0.839, -0.685], [4.895, -1.156, -1.733], [2.830, -0.101, 1.905], [1.799, 0.619, -0.161], [5.604, -1.570, -0.140], [5.530, 0.118, -0.677], [2.824, 0.482, -0.705], [2.646, 0.317, -1.769], [-3.407, 3.082, -0.599], [-2.867, 1.893, -0.136], [-2.405, 5.053, -0.771], [-1.303, 3.372, -0.009], [-4.417, 3.152, -0.937], [-3.529, 0.576, -0.120], [-4.889, 0.725, 0.526], [-3.641, 0.053, -1.531], [-5.555, 1.363, -0.063], [-5.341, -0.266, 0.587], [-4.809, 1.126, 1.539], [-3.087, -1.381, 0.652], [-2.440, -0.058, 1.655], [-2.629, -0.017, -1.951], [-2.616, -0.382, 0.631], [-4.245, 0.713, -2.159], [-4.094, -0.945, -1.495], [-1.606, -0.396, 0.057], [-2.421, 4.014, -0.522], [0.842, 3.692, -1.138], [0.390, 4.257, -1.960], [1.874, 4.034, -0.983], [0.061, 3.907, 0.153], [1.745, 3.658, 1.432], [-0.064, 5.363, 0.517], [-0.653, 5.475, 1.436], [0.835, 2.628, -1.409], [0.981, 2.127, 0.954], [-0.510, 5.951, -0.291], [0.944, 5.740, 0.708], [0.777, 3.162, 1.262], [0.196, 3.134, 2.187], [-1.639, 2.129, 0.294], [0.476, -0.642, 2.341], [-0.619, 0.628, 2.754], [-1.358, 1.436, 3.216]]}

No. 3
{"formula": "C23H40ClN5ReS", "method": "the ωB97M-V functional and the def2-TZVPD basis", "total_charge": -2, "spin_multiplicity": 4, "energy_ha": -2110.71213, "molar_mass_g_mol": 640.33, "e_above_lowest_kcal_mol": 0.0, "elements": ["Re", "Cl", "C", "C", "N", "H", "N", "H", "C", "C", "C", "H", "H", "H", "H", "H", "H", "C", "H", "H", "H", "C", "C", "H", "H", "C", "H", "C", "H", "H", "H", "H", "H", "C", "H", "C", "N", "H", "N", "H", "C", "C", "C", "H", "H", "H", "H", "H", "H", "C", "H", "H", "H", "C", "C", "H", "H", "C", "H", "C", "H", "H", "H", "H", "H", "C", "H", "C", "S", "C", "N"], "xyz": [[0.076, -0.034, 0.105], [-0.113, 0.234, -2.282], [2.292, -3.751, -0.107], [1.391, -1.687, -0.347], [1.134, -3.050, -0.289], [4.365, -3.021, 0.176], [2.753, -1.620, -0.095], [2.346, -4.821, -0.103], [-0.210, -3.674, -0.370], [-0.075, -5.126, -0.784], [-0.888, -3.621, 0.997], [0.401, -5.724, 0.000], [-1.075, -5.546, -0.948], [0.478, -5.232, -1.721], [-2.007, -3.279, -1.508], [-0.481, -2.911, -2.375], [-0.764, -2.650, 1.499], [-0.987, -2.895, -1.401], [-0.444, -4.371, 1.662], [-1.964, -3.815, 0.882], [-1.107, -1.826, -1.111], [3.304, -2.865, 0.032], [3.578, -0.018, 1.586], [3.951, -0.861, 2.182], [4.235, 0.860, 1.718], [3.517, -0.377, 0.097], [3.270, 1.696, -0.459], [4.949, -0.582, -0.397], [4.966, -0.929, -1.436], [2.593, 0.232, 2.023], [1.725, 0.839, -0.361], [5.525, -1.258, 0.252], [5.471, 0.386, -0.392], [2.822, 0.711, -0.691], [2.772, 0.472, -1.766], [-3.282, 2.832, -0.374], [-2.738, 1.605, -0.123], [-2.331, 4.797, -0.422], [-1.137, 3.040, -0.035], [-4.335, 3.015, -0.550], [-3.500, 0.353, -0.210], [-4.945, 0.604, 0.201], [-3.499, -0.103, -1.662], [-5.476, 1.240, -0.524], [-5.477, -0.358, 0.243], [-5.016, 1.046, 1.200], [-3.266, -1.651, 0.577], [-2.866, -0.312, 1.742], [-2.477, -0.132, -2.059], [-2.826, -0.649, 0.696], [-4.066, 0.599, -2.290], [-3.930, -1.114, -1.758], [-1.709, -0.760, 0.408], [-2.283, 3.730, -0.304], [0.855, 3.474, -1.348], [0.326, 4.084, -2.092], [1.906, 3.784, -1.297], [0.194, 3.647, 0.013], [2.002, 3.279, 1.123], [0.076, 5.140, 0.280], [-0.454, 5.353, 1.212], [0.805, 2.439, -1.711], [0.926, 1.833, 1.080], [-0.413, 5.676, -0.541], [1.081, 5.568, 0.371], [0.955, 2.961, 1.125], [0.484, 3.209, 2.084], [-1.385, 1.693, 0.081], [0.365, -0.658, 2.230], [-0.060, 0.183, 3.654], [-0.303, 0.664, 4.709]]}

No. 4
{"formula": "C23H40ClPPb", "method": "the ωB97M-V functional and the def2-TZVPD basis", "total_charge": 2, "energy_ha": -1893.99969, "molar_mass_g_mol": 590.20, "elements": ["C", "C", "C", "C", "Cl", "H", "H", "H", "H", "H", "H", "H", "H", "H", "C", "C", "C", "H", "C", "C", "H", "H", "H", "H", "C", "C", "C", "H", "C", "C", "H", "H", "H", "H", "Pb", "C", "C", "C", "P", "C", "C", "C", "C", "C", "C", "H", "H", "H", "H", "H", "H", "H", "H", "H", "H", "H", "H", "H", "H", "H", "H", "H", "H", "H", "H", "H"], "xyz": [[0.263, 0.830, -6.752], [1.646, 1.388, -7.113], [0.038, -0.520, -7.445], [-0.833, 1.824, -7.157], [0.190, 0.583, -4.962], [0.080, -0.393, -8.538], [-0.942, -0.936, -7.196], [0.807, -1.245, -7.164], [1.714, 1.547, -8.199], [2.442, 0.695, -6.826], [1.827, 2.349, -6.623], [-0.805, 1.990, -8.245], [-0.692, 2.792, -6.669], [-1.827, 1.446, -6.903], [1.856, -1.402, 1.180], [1.153, -2.263, 0.302], [1.457, -1.899, -1.034], [0.533, -3.095, 0.631], [2.340, -0.793, -0.999], [2.595, -0.477, 0.379], [3.252, 0.315, 0.731], [1.877, -1.515, 2.265], [1.117, -2.428, -1.927], [2.797, -0.273, -1.843], [-2.308, 1.149, 0.631], [-2.207, -0.061, 1.376], [-2.247, -1.139, 0.457], [-2.172, -0.151, 2.460], [-2.385, -0.613, -0.854], [-2.424, 0.800, -0.760], [-2.558, 1.520, -1.572], [-2.300, 2.153, 1.051], [-2.212, -2.189, 0.743], [-2.500, -1.206, -1.763], [0.275, 0.857, -0.093], [-2.071, 2.326, 3.951], [-0.550, 2.262, 4.094], [-0.159, 2.218, 5.568], [0.317, 0.939, 3.151], [2.100, 1.718, 2.949], [2.342, 3.077, 3.581], [3.254, 0.831, 3.339], [-0.028, -0.687, 4.094], [1.043, -0.901, 5.135], [-1.403, -0.961, 4.705], [-2.564, 1.380, 4.180], [-2.383, 2.632, 2.954], [-2.466, 3.082, 4.650], [-0.158, 3.189, 3.653], [-0.638, 1.373, 6.080], [0.925, 2.143, 5.708], [-0.493, 3.148, 6.059], [2.074, 1.822, 1.850], [2.372, 3.005, 4.677], [3.337, 3.443, 3.283], [1.628, 3.854, 3.302], [3.240, -0.131, 2.832], [4.192, 1.327, 3.042], [3.290, 0.683, 4.426], [0.076, -1.372, 3.237], [1.027, -0.076, 5.854], [0.856, -1.828, 5.689], [2.045, -0.971, 4.708], [-2.175, -1.177, 3.962], [-1.346, -1.869, 5.321], [-1.768, -0.170, 5.364]]}

No. 5
{"formula": "C23H41F2N2O8P", "method": "the ωB97M-V functional and the def2-TZVPD basis", "energy_ha": -2153.53809, "molar_mass_g_mol": 542.56, "smiles": "CCC[C@H](C)[C@]1(CCCN)[C@H](CCCP(=O)(OCC)OCC)OC(=O)[C@@]1(CCO)N(C(=O)F)C(=O)F", "elements": ["C", "C", "C", "C", "C", "C", "C", "C", "C", "N", "C", "C", "C", "C", "P", "O", "O", "C", "C", "O", "C", "C", "O", "C", "O", "C", "C", "C", "O", "N", "C", "O", "F", "C", "O", "F", "H", "H", "H", "H", "H", "H", "H", "H", "H", "H", "H", "H", "H", "H", "H", "H", "H", "H", "H", "H", "H", "H", "H", "H", "H", "H", "H", "H", "H", "H", "H", "H", "H", "H", "H", "H", "H", "H", "H", "H", "H"], "xyz": [[-3.797, -1.024, 1.636], [-4.018, -1.892, 0.409], [-2.897, -2.214, -0.613], [-1.408, -1.868, -0.445], [-0.832, -2.345, 0.913], [-0.836, -0.496, -0.950], [0.465, -0.983, -1.674], [1.531, 0.022, -2.079], [2.682, -0.682, -2.822], [3.281, -1.806, -2.096], [-0.276, 0.510, 0.054], [-0.983, 0.806, 1.403], [0.025, 1.168, 2.486], [0.847, 2.430, 2.198], [2.619, 2.153, 2.452], [3.340, 3.406, 2.634], [2.726, 1.280, 3.807], [3.141, -0.089, 3.724], [2.534, -0.815, 4.901], [3.092, 1.314, 1.178], [4.517, 1.333, 0.930], [5.067, -0.065, 0.761], [-0.285, 1.767, -0.632], [-0.919, 1.691, -1.818], [-0.822, 2.594, -2.593], [-1.694, 0.356, -1.920], [-3.047, 0.781, -1.317], [-3.626, 2.109, -1.834], [-3.557, 3.129, -0.864], [-1.786, -0.292, -3.245], [-3.110, -0.391, -3.791], [-3.665, -1.453, -3.971], [-3.714, 0.738, -4.142], [-0.955, 0.210, -4.299], [-1.129, 1.206, -4.973], [0.043, -0.625, -4.593], [-4.676, -1.109, 2.260], [-3.710, 0.031, 1.433], [-2.964, -1.295, 2.267], [-4.842, -1.444, -0.131], [-4.437, -2.820, 0.767], [-2.932, -3.282, -0.769], [-3.201, -1.839, -1.575], [-0.963, -2.576, -1.120], [-0.259, -1.610, 1.455], [-0.172, -3.189, 0.770], [-1.637, -2.742, 1.504], [0.919, -1.694, -1.001], [0.202, -1.562, -2.548], [1.193, 0.797, -2.754], [2.009, 0.535, -1.257], [3.457, 0.071, -2.912], [2.409, -0.952, -3.830], [3.158, -1.675, -1.104], [2.789, -2.650, -2.354], [0.707, 0.215, 0.386], [-1.725, 1.581, 1.272], [-1.483, -0.072, 1.776], [0.609, 0.276, 2.677], [-0.558, 1.339, 3.379], [0.775, 2.795, 1.183], [0.634, 3.245, 2.866], [4.219, -0.152, 3.784], [2.776, -0.577, 2.832], [1.464, -0.670, 4.854], [2.904, -0.433, 5.837], [2.691, -1.880, 4.820], [4.653, 1.846, -0.008], [5.068, 1.833, 1.710], [4.625, -0.567, -0.087], [6.123, 0.025, 0.566], [4.879, -0.645, 1.651], [-2.849, 0.916, -0.266], [-3.800, 0.012, -1.403], [-4.680, 1.956, -2.012], [-3.221, 2.427, -2.779], [-2.708, 3.568, -0.952]]}

No. 6
{"formula": "C23H41IP2Sc", "method": "the ωB97M-V functional and the def2-TZVPD basis", "total_charge": 1, "energy_ha": -2641.70662, "molar_mass_g_mol": 551.39, "e_above_lowest_kcal_mol": 151.9, "elements": ["Sc", "C", "C", "C", "C", "C", "C", "H", "H", "H", "C", "H", "H", "H", "C", "H", "H", "H", "C", "H", "H", "H", "C", "H", "H", "H", "C", "C", "C", "C", "C", "C", "C", "C", "H", "H", "H", "H", "H", "H", "H", "H", "H", "H", "H", "H", "P", "C", "C", "P", "C", "C", "C", "H", "H", "H", "H", "H", "H", "H", "H", "H", "H", "H", "H", "H", "H", "I"], "xyz": [[2.254, 1.576, 1.691], [3.709, 0.599, -0.855], [2.853, 1.594, -1.343], [3.854, 2.439, 0.566], [4.214, 1.057, 0.411], [2.812, 2.668, -0.395], [4.152, -0.655, -1.541], [3.385, -1.061, -2.215], [4.412, -1.446, -0.820], [5.057, -0.541, -2.173], [5.155, 0.335, 1.294], [5.284, -0.725, 1.016], [4.781, 0.309, 2.339], [6.152, 0.815, 1.337], [4.139, 3.254, 1.777], [5.233, 3.289, 1.920], [3.759, 2.825, 2.767], [3.757, 4.280, 1.707], [1.974, 3.891, -0.421], [2.486, 4.751, -0.897], [1.704, 4.243, 0.599], [1.035, 3.758, -0.990], [2.081, 1.561, -2.612], [2.323, 2.420, -3.251], [1.002, 1.615, -2.403], [2.281, 0.666, -3.210], [0.850, -2.506, 0.346], [1.041, -2.480, -0.989], [0.340, -1.750, -2.116], [-1.113, -1.263, -1.800], [-1.204, 0.013, -1.087], [-1.361, 0.219, 0.300], [-0.490, -0.568, 1.372], [-0.378, -2.090, 1.121], [0.299, -2.423, -3.015], [-1.564, -2.096, -1.208], [1.003, -0.917, -2.438], [-1.281, -2.451, 0.583], [1.707, -2.755, 0.999], [1.729, -3.269, -1.405], [-0.361, -2.583, 2.117], [0.556, -0.115, 1.498], [-1.218, 1.316, 0.485], [-0.885, -0.456, 2.425], [-1.671, -1.235, -2.767], [-0.988, 0.901, -1.748], [-3.259, -2.247, 0.033], [-3.532, -3.820, 0.901], [-4.269, -2.325, -1.484], [-3.461, 0.823, 0.947], [-3.995, -0.944, 1.079], [-4.354, 1.337, -0.600], [-4.439, 1.623, 2.302], [-3.322, -3.689, 1.977], [-2.827, -4.556, 0.477], [-4.565, -4.169, 0.750], [-5.241, -2.805, -1.274], [-3.735, -2.935, -2.236], [-4.431, -1.314, -1.906], [-5.472, 1.231, 2.320], [-4.456, 2.711, 2.111], [-3.935, 1.384, 3.256], [-3.743, -1.231, 2.113], [-5.097, -0.967, 0.962], [-4.528, 2.424, -0.555], [-5.336, 0.832, -0.692], [-3.735, 1.104, -1.487], [2.872, 0.525, 4.035]]}